One molecule with the formula C5H11NO2. Source: the OMol25 dataset; level of theory: ωB97M-V with the def2-TZVPD basis set.

Bonds (Å) are listed after each position.
Geometry (Å):
1 C -1.07 1.08 0.28  C2 1.498, C4 1.533, H9 1.092, H10 1.089
2 C -1.28 1.63 1.66  C1 1.498, O3 1.427, H11 1.099, H12 1.089
3 O -2.03 0.66 2.39  C2 1.427, H13 0.960
4 C -0.23 -0.20 0.27  C1 1.533, N5 1.465, H14 1.088, H15 1.090
5 N 0.65 -0.22 -0.89  C4 1.465, C6 1.453, H16 1.018
6 C 1.36 -1.49 -1.02  N5 1.453, C7 1.519, H17 1.090, H18 1.099
7 C 2.29 -1.45 -2.22  C6 1.519, O8 1.201, H19 1.110
8 O 3.03 -2.35 -2.52  C7 1.201
9 H -0.63 1.80 -0.41  C1 1.092
10 H -2.07 0.89 -0.10  C1 1.089
11 H -0.33 1.80 2.19  C2 1.099
12 H -1.78 2.59 1.62  C2 1.089
13 H -2.46 1.10 3.13  O3 0.960
14 H 0.39 -0.17 1.17  C4 1.088
15 H -0.84 -1.11 0.28  C4 1.090
16 H 0.10 -0.06 -1.73  N5 1.018
17 H 1.94 -1.62 -0.10  C6 1.090
18 H 0.71 -2.35 -1.19  C6 1.099
19 H 2.24 -0.52 -2.82  C7 1.110

Calculated values
**Orbital gap**: 10.15 eV
**E_LUMO**: 0.833 eV
**E_tot**: -10947.4332 eV
**Relative energy (zero: lowest compared OMol25 entry of this formula, charge and spin)**: 1.8337 eV
**Total charge**: 0
**SMILES**: O=CCNCCCO
**HOMO energy**: -9.3 eV